1.
{"formula": "C4H6O2", "method": "wB97M-V/def2-TZVPD", "species": ["O", "C", "C", "C", "C", "O", "H", "H", "H", "H", "H", "H"], "coordinates": [[-1.080465, 0.870295, 2.484700], [-1.418457, -0.006604, 1.715613], [-1.395040, -0.439617, 0.400752], [0.645411, 0.667300, -0.523743], [1.484823, -0.216220, -1.332520], [0.957065, 1.023895, -1.837995], [-2.246181, -0.782055, 1.974233], [-0.488244, 0.402759, -0.405221], [-1.081523, -1.464579, 0.183684], [1.007385, 1.298541, 0.289630], [2.566281, -0.234968, -1.180512], [1.048944, -1.118746, -1.768621]], "forces_ev_per_a": [[-0.1, -0.7, -0.7], [0.0, 0.4, 0.2], [-0.1, -0.2, 0.4], [-0.2, -0.1, 0.3], [0.0, 0.0, 0.0], [0.0, -0.2, 0.1], [0.1, 0.1, 0.0], [0.5, 0.3, -0.2], [0.1, 0.3, 0.1], [-0.1, -0.2, -0.2], [-0.3, 0.1, 0.0], [0.1, 0.3, 0.1]], "homo_lumo_gap_ev": 8.93, "energy_ev": -8334.2250, "relative_energy_kcal_mol": 143.81, "e_homo_ha": -0.3540, "e_lumo_ev": -0.70}

2.
{"formula": "C22H25N3O7", "method": "wB97M-V/def2-TZVPD", "species": ["C", "H", "O", "C", "C", "C", "C", "C", "C", "O", "C", "H", "H", "H", "O", "C", "H", "H", "H", "H", "C", "O", "N", "N", "C", "C", "C", "C", "C", "C", "C", "H", "H", "O", "C", "O", "N", "C", "H", "C", "H", "O", "C", "H", "C", "H", "H", "H", "H", "H", "H", "H", "H", "H", "H", "H", "H"], "coordinates": [[3.337967, -5.881977, 3.865345], [4.229821, -6.158372, 3.294173], [3.222868, -4.485703, 4.001086], [3.096774, -3.737903, 2.877054], [3.098978, -4.240377, 1.585889], [2.991920, -3.384042, 0.491201], [2.886006, -2.017084, 0.689145], [2.856676, -1.499770, 1.979167], [2.977155, -2.349028, 3.082117], [2.963566, -1.883833, 4.378814], [4.087626, -1.099506, 4.736657], [3.897424, -0.750619, 5.750071], [4.999659, -1.705050, 4.724504], [4.217177, -0.243670, 4.068533], [2.750156, -0.132457, 2.111880], [1.607437, 0.321710, 2.818252], [1.714262, 1.402564, 2.891341], [1.541664, -0.112138, 3.818000], [0.693807, 0.081596, 2.264221], [2.827569, -1.329397, -0.136859], [3.031906, -4.017671, -0.848362], [3.627077, -5.052192, -1.080175], [2.342728, -3.411977, -1.869813], [1.550185, -2.349017, -1.734543], [0.912169, -1.889189, -2.735446], [0.062221, -0.726523, -2.601947], [-0.084462, -0.078950, -1.372682], [-0.885017, 1.036828, -1.248488], [-1.567341, 1.515680, -2.361038], [-1.430844, 0.883810, -3.593060], [-0.620868, -0.225394, -3.711407], [-0.517659, -0.711728, -4.670605], [-1.963203, 1.277194, -4.445280], [-2.350661, 2.654753, -2.345046], [-3.109885, 2.961218, -1.255411], [-3.264279, 2.242190, -0.299281], [-3.667046, 4.185989, -1.381136], [-3.618444, 5.013203, -2.567581], [-2.909297, 4.599815, -3.281516], [-5.023749, 5.090030, -3.177917], [-5.044621, 5.792281, -4.012592], [-5.959214, 5.565932, -2.238464], [-6.018558, 4.729834, -1.103687], [-6.756337, 5.175449, -0.435383], [-4.652609, 4.630852, -0.416402], [-4.680399, 3.913924, 0.404074], [-4.355708, 5.615975, -0.041679], [-6.351937, 3.722570, -1.396503], [-5.321370, 4.090978, -3.532735], [-3.297989, 6.018518, -2.271671], [-0.992163, 1.528989, -0.295779], [0.447336, -0.468043, -0.519602], [0.986522, -2.346926, -3.730076], [2.407869, -3.887062, -2.776775], [3.199874, -5.295522, 1.390118], [3.424317, -6.267685, 4.879879], [2.452943, -6.313070, 3.387419]], "forces_ev_per_a": [[0.0, -0.2, 0.0], [0.0, 0.0, 0.0], [-0.1, 0.4, 0.0], [0.0, 0.2, 0.0], [0.0, -0.1, 0.0], [0.0, 0.2, 0.5], [0.1, 0.1, 0.1], [0.0, -0.1, 0.1], [0.1, 0.1, 0.2], [-0.3, -0.2, -0.6], [0.3, 0.1, 0.1], [0.1, 0.0, 0.0], [-0.1, 0.0, 0.0], [0.0, 0.0, 0.0], [0.3, -0.4, 0.0], [-0.3, 0.1, 0.1], [-0.1, 0.0, 0.0], [0.0, 0.0, -0.1], [0.0, 0.0, 0.0], [0.0, 0.1, 0.1], [0.0, -0.1, -0.1], [0.0, 0.0, 0.1], [0.2, -0.6, -1.1], [-0.6, 0.6, 0.1], [0.6, -0.8, -0.1], [-0.5, 0.6, 0.1], [0.0, 0.0, -0.3], [-0.1, 0.2, 0.0], [0.1, -0.4, -0.1], [-0.2, 0.4, 0.3], [0.2, -0.2, 0.3], [0.0, -0.1, -0.1], [-0.1, 0.0, -0.1], [0.1, 0.0, -0.1], [-0.1, 0.1, 0.2], [0.1, -0.3, 0.0], [0.1, 0.1, -0.1], [-0.2, 0.1, -0.4], [-0.1, 0.1, 0.0], [0.4, 0.0, -0.1], [0.0, -0.1, 0.0], [-0.1, 0.1, 0.0], [0.2, -0.1, 0.3], [0.0, -0.1, 0.0], [-0.4, -0.1, 0.1], [0.0, 0.1, 0.0], [0.0, -0.1, 0.0], [0.0, 0.1, 0.0], [0.0, 0.1, 0.0], [0.0, -0.1, -0.1], [0.0, 0.0, 0.0], [0.0, 0.0, 0.1], [0.1, 0.0, 0.1], [0.0, 0.1, 0.4], [0.0, -0.1, 0.0], [0.0, 0.0, -0.1], [0.0, 0.0, 0.0]], "smiles": "COc1cc(C(=O)N/N=C/c2ccc(OC(=O)N3CCOCC3)cc2)cc(OC)c1OC", "homo_lumo_gap_ev": 8.57, "energy_ev": -42020.6984, "relative_energy_kcal_mol": 81.04, "e_homo_ha": -0.3051, "e_lumo_ev": 0.27}

3.
{"formula": "C6H12N2O", "method": "wB97M-V/def2-TZVPD", "species": ["C", "C", "C", "C", "O", "N", "H", "H", "H", "H", "H", "H", "H", "N", "C", "C", "H", "H", "H", "H", "H"], "coordinates": [[0.047891, -2.174122, -0.496137], [-0.931980, 0.510131, 1.137833], [0.204918, -0.722628, -0.878816], [-1.959517, 1.240787, 0.672050], [-1.123081, -0.498581, 2.062242], [-0.304696, -0.304033, -2.001487], [-2.079050, -0.647654, 2.163905], [-0.201416, 0.709470, -2.089008], [-1.012068, -2.441818, -0.520812], [0.442202, -2.358914, 0.505649], [0.587882, -2.794682, -1.216011], [-1.801665, 2.026781, -0.060241], [-2.985972, 1.042717, 0.959083], [2.027158, 0.966049, -1.014840], [1.258899, 0.115828, -0.090162], [0.528077, 0.938806, 0.981557], [2.296828, 0.413286, -1.829356], [1.454601, 1.734578, -1.356035], [1.955696, -0.583137, 0.383764], [0.560280, 2.008486, 0.739354], [1.035013, 0.818649, 1.947469]], "forces_ev_per_a": [[-0.3, 0.3, 0.2], [-0.6, 1.7, 1.2], [0.7, 0.4, -2.5], [0.6, -0.4, -0.1], [0.1, 0.1, -0.5], [-0.2, -0.8, 2.3], [0.4, 0.1, -0.1], [0.5, -0.2, -0.2], [0.2, -0.1, 0.0], [-0.1, 0.0, -0.1], [-0.1, 0.0, 0.1], [0.1, -0.1, 0.3], [0.0, -0.2, -0.1], [0.0, -0.1, 0.5], [-0.6, -0.1, -1.0], [-0.4, -0.4, 0.2], [0.0, 0.2, 0.3], [0.1, -0.1, 0.1], [-0.1, 0.0, -0.1], [-0.1, -0.3, -0.1], [-0.2, 0.1, -0.2]], "smiles": "[H]/N=C(/C)[C@@H](N)CC(=C)O", "homo_lumo_gap_ev": 9.74, "energy_ev": -11442.9250, "relative_energy_kcal_mol": 40.26, "e_homo_ha": -0.3306, "e_lumo_ev": 0.75}

4.
{"formula": "C8F24KN4O16S8", "method": "wB97M-V/def2-TZVPD", "species": ["K", "C", "F", "F", "F", "S", "O", "O", "N", "S", "O", "O", "C", "F", "F", "F", "C", "F", "F", "F", "S", "O", "O", "N", "S", "O", "O", "C", "F", "F", "F", "C", "F", "F", "F", "S", "O", "O", "N", "S", "O", "O", "C", "F", "F", "F", "C", "F", "F", "F", "S", "O", "O", "N", "S", "O", "O", "C", "F", "F", "F"], "coordinates": [[-0.499333, 0.797864, 0.776308], [-0.167424, -2.198587, -5.532765], [0.441401, -3.276057, -5.888964], [-0.203868, -1.336336, -6.535901], [-1.430517, -2.577391, -5.313059], [0.661364, -1.401564, -3.987553], [2.005182, -1.082623, -4.364801], [-0.125183, -0.260275, -3.521654], [0.904321, -2.723363, -2.870848], [-0.224955, -2.453282, -1.855874], [0.012681, -1.343644, -0.878099], [-1.585405, -2.462872, -2.405268], [-0.258024, -4.237867, -0.857247], [0.822346, -4.924459, -0.933539], [-0.520784, -4.015211, 0.456799], [-1.272084, -4.958672, -1.451929], [-1.629741, 5.131809, 0.364497], [-1.348409, 5.498537, -0.933384], [-2.072790, 6.162886, 1.209122], [-2.599760, 4.198721, 0.377215], [-0.058215, 4.338261, 1.227374], [0.818276, 5.498181, 1.537988], [-0.479259, 3.570857, 2.420964], [0.529352, 3.260213, -0.000054], [1.894889, 3.846527, -0.521354], [1.670258, 5.134056, -1.253409], [2.950312, 3.947503, 0.445144], [2.466983, 2.500306, -1.918762], [2.167819, 2.895504, -3.165835], [3.816895, 2.138825, -1.738743], [1.730440, 1.406995, -1.768000], [4.455624, 1.241734, 2.870523], [5.626513, 1.216902, 2.230674], [4.579158, 0.795255, 4.159976], [4.034106, 2.476396, 2.825263], [3.274787, 0.043074, 1.945253], [1.951238, 0.470575, 2.472241], [3.473269, 0.393948, 0.503436], [3.900669, -1.465268, 2.338098], [2.778792, -2.491204, 2.264386], [1.692672, -2.195139, 3.238953], [2.261714, -2.809508, 0.907352], [3.692401, -4.029316, 3.019236], [4.902631, -4.200649, 2.549658], [3.724415, -3.804582, 4.306337], [3.009643, -5.177755, 2.830851], [-5.674392, 1.608479, -0.006381], [-5.986527, 2.700967, -0.749422], [-5.263854, 2.049097, 1.216861], [-6.754037, 0.789446, 0.151658], [-4.185903, 0.679933, -0.851472], [-4.754225, -0.388412, -1.606356], [-3.461724, 1.602981, -1.664667], [-3.230634, 0.254729, 0.537979], [-3.656987, -1.212604, 0.771082], [-5.087412, -1.402416, 0.972952], [-2.974242, -2.192391, -0.048645], [-2.834875, -1.450508, 2.594719], [-1.550972, -0.991190, 2.648578], [-3.562199, -0.819939, 3.531974], [-2.796416, -2.767476, 2.920534]], "forces_ev_per_a": [[0.5, -0.3, -0.2], [-1.6, 0.8, 1.8], [1.8, -1.5, -0.7], [0.5, 0.6, -0.5], [-0.3, 0.4, 0.4], [1.3, 0.4, 2.2], [0.2, -0.2, -1.4], [0.3, -2.0, -1.3], [-0.2, 2.2, -3.0], [-3.9, 0.3, 4.5], [0.0, -2.4, -1.6], [1.6, -0.1, 0.1], [-1.9, 2.8, -0.3], [1.7, -1.1, -0.3], [-0.3, -0.4, -1.3], [0.9, 0.5, 1.0], [0.4, -0.8, 0.6], [-0.9, 0.0, 2.7], [0.9, -1.2, -2.2], [0.6, 0.9, -0.4], [2.1, 0.3, 0.9], [-2.1, -2.1, -0.9], [-0.1, 0.9, -2.7], [-1.6, 1.3, 2.5], [1.4, 3.5, -2.7], [0.4, -2.6, 0.5], [0.2, -0.9, 0.0], [-0.3, -1.0, 1.1], [1.3, 0.7, 0.7], [-2.6, 1.3, -0.8], [0.4, -0.1, 0.6], [-0.3, -1.9, -0.5], [0.5, -0.3, 0.6], [0.3, 0.8, -1.0], [-0.5, 0.1, 0.5], [-0.9, 2.3, -2.5], [2.3, -1.3, -0.5], [0.0, -1.2, 3.4], [1.0, 3.7, -0.3], [-5.8, -2.2, -0.7], [2.0, -1.3, -1.2], [1.8, 0.1, 2.5], [-1.9, 1.0, -1.2], [1.1, -0.1, -0.3], [0.5, 0.0, 1.4], [0.0, 0.4, -0.2], [0.9, -0.3, 0.5], [-0.3, -1.0, 0.6], [-0.8, -0.3, -1.1], [1.1, 1.4, -0.3], [1.2, 0.3, 0.5], [-0.6, -0.4, 0.5], [0.1, 1.1, 0.9], [-1.7, 2.0, -2.9], [0.5, -4.1, 1.9], [0.8, 0.1, 0.4], [-0.6, 0.8, 1.1], [0.0, -0.3, -1.2], [-1.1, -0.2, 0.0], [0.3, -0.1, -0.2], [-0.1, 1.0, -0.3]], "homo_lumo_gap_ev": 8.08, "energy_ev": -215238.9997, "relative_energy_kcal_mol": 119.74, "charge": -3, "e_homo_ha": -0.0850, "e_lumo_ev": 5.77}

5.
{"formula": "C3H6ClNSi", "method": "wB97M-V/def2-TZVPD", "species": ["C", "C", "C", "N", "Si", "Cl", "H", "H", "H", "H", "H", "H"], "coordinates": [[1.626548, -1.233181, 0.678239], [0.543845, 0.789521, -1.555217], [-1.093889, 0.321978, 1.363363], [2.445022, -1.676261, 1.355333], [0.187217, -0.191319, 0.090962], [-1.146826, -2.689758, -1.221758], [1.155644, 1.593357, -1.141098], [0.894180, 0.266698, -2.347492], [-0.482127, 1.066595, -1.936717], [-1.851091, 0.803087, 0.805224], [-1.465508, -0.381601, 2.053569], [-0.813014, 1.330884, 1.855592]], "forces_ev_per_a": [[-0.9, 0.9, 0.3], [-3.2, 0.8, 3.9], [2.1, 2.9, -0.5], [0.2, -0.2, -0.2], [-0.7, -2.5, -2.2], [1.0, 2.0, 1.0], [0.0, 0.4, -0.8], [1.9, -1.9, -1.9], [1.0, 0.5, 0.8], [-1.5, -0.3, -1.1], [-0.2, -0.9, 0.7], [0.4, -1.8, -0.1]], "homo_lumo_gap_ev": 7.72, "energy_ev": -25096.9329, "relative_energy_kcal_mol": 69.33, "e_homo_ha": -0.3410, "e_lumo_ev": -1.56}

6.
{"formula": "CHFI2S", "method": "wB97M-V/def2-TZVPD", "species": ["C", "F", "S", "I", "I", "H"], "coordinates": [[0.444674, 0.057694, 0.173531], [0.470454, 0.583559, -1.646320], [-0.706259, -1.213656, 0.282378], [2.402422, -0.513126, 0.289379], [-2.717268, -0.023357, 0.297431], [0.105978, 1.108887, 0.603604]], "forces_ev_per_a": [[-1.3, 3.1, -2.3], [-0.2, -0.8, 3.1], [0.7, -0.1, 0.0], [0.3, -0.1, 0.2], [-0.4, 0.2, 0.0], [1.0, -2.4, -1.0]], "homo_lumo_gap_ev": 8.44, "energy_ev": -30805.2414, "relative_energy_kcal_mol": 34.79, "e_homo_ha": -0.3528, "e_lumo_ev": -1.16}

Repeat the fifth record exactly.
{"formula": "C3H6ClNSi", "method": "wB97M-V/def2-TZVPD", "species": ["C", "C", "C", "N", "Si", "Cl", "H", "H", "H", "H", "H", "H"], "coordinates": [[1.626548, -1.233181, 0.678239], [0.543845, 0.789521, -1.555217], [-1.093889, 0.321978, 1.363363], [2.445022, -1.676261, 1.355333], [0.187217, -0.191319, 0.090962], [-1.146826, -2.689758, -1.221758], [1.155644, 1.593357, -1.141098], [0.894180, 0.266698, -2.347492], [-0.482127, 1.066595, -1.936717], [-1.851091, 0.803087, 0.805224], [-1.465508, -0.381601, 2.053569], [-0.813014, 1.330884, 1.855592]], "forces_ev_per_a": [[-0.9, 0.9, 0.3], [-3.2, 0.8, 3.9], [2.1, 2.9, -0.5], [0.2, -0.2, -0.2], [-0.7, -2.5, -2.2], [1.0, 2.0, 1.0], [0.0, 0.4, -0.8], [1.9, -1.9, -1.9], [1.0, 0.5, 0.8], [-1.5, -0.3, -1.1], [-0.2, -0.9, 0.7], [0.4, -1.8, -0.1]], "homo_lumo_gap_ev": 7.72, "energy_ev": -25096.9329, "relative_energy_kcal_mol": 69.33, "e_homo_ha": -0.3410, "e_lumo_ev": -1.56}